Below is 2 unconnected molecules or ions with the total composition C2H7N2O at a distorted geometry, with properties calculated with the ωB97M-V functional and the def2-TZVPD basis.

## Properties
Lowest unoccupied orbital energy (eV): -4.06
Relative energy (zero: lowest compared OMol25 entry of this formula, charge and spin) (kJ/mol): 576.8
E_tot (a.u.): -264.71148
E_HOMO (Eh): -0.522
Orbital gap (hartree): 0.37222

```
! RIJCOSX wB97M-V def2-TZVPD def2/J DEFGRID3
* xyz 1 1
C -0.80207 0.45306 -1.00897
C 0.10729 -0.37466 -0.07887
N -1.08438 -0.62275 0.66566
N 1.15285 0.35159 0.74841
O -1.95327 -0.15003 -0.40832
H -0.61482 1.53355 -0.74562
H -0.64361 0.44051 -2.14357
H 0.98953 -1.54360 -0.59956
H -1.27558 -1.60005 0.86165
H 2.12349 0.46523 0.38027
H 1.10614 -0.25586 1.58664
H 0.89442 1.30301 0.74228
*
```